1.
# C7H11N3O4

An isolated molecule of C7H11N3O4 at a distorted geometry (ωB97M-V/def2-TZVPD, the Open Molecules 2025 dataset).

```
25
Properties=species:S:1:pos:R:3:mulliken_charge:R:1
C -0.47409 -0.36831 -4.31510 0.560
C -2.08785 -0.78356 -2.16824 -0.689
C -0.69899 -0.91607 -2.68314 -0.055
C -0.92588 0.10441 -1.58737 -0.161
C 1.42298 -1.10803 3.07151 -0.582
C -0.30522 -0.02587 -0.21033 -0.775
C 1.16353 0.22679 -0.46183 0.548
N 2.24836 2.04165 0.34305 -0.133
N 1.55407 1.57477 -0.58675 -0.347
N 2.21260 -0.17051 0.92391 -0.214
O 0.06792 -1.28253 -4.85704 -0.423
O -0.85155 0.77620 -4.48274 -0.515
O 2.94777 1.08107 1.07766 -0.250
O 1.21375 -0.22405 1.94474 -0.163
H -2.77458 -0.16288 -2.71434 0.272
H -2.62815 -1.54773 -1.58558 0.264
H -0.07370 -1.75948 -2.47723 0.502
H -0.96943 1.16084 -2.01387 0.348
H 0.53791 -0.86175 3.59531 0.263
H 2.24462 -0.67816 3.66669 0.230
H 1.59585 -2.18175 2.79081 0.259
H -0.81958 0.58243 0.53937 0.362
H -0.40852 -1.11875 0.11192 0.184
H 1.47349 -0.48458 -1.25698 0.271
H 2.76248 2.87135 0.32119 0.244
```

Values from the calculation:
Relative energy (zero: lowest compared OMol25 entry of this formula, charge and spin) ... 1052.5 kJ/mol
E ... -20087.186 eV
E_HOMO (spin up / spin down) ... -9.7 / -7.3 eV
Max |F| ... 4.40 eV/Å
LUMO energy (spin up / spin down) ... 0.025 / -0.107 hartree

=====

2.
# C7H11N4

A cluster of 2 separate species, C7H11N4 in total at a distorted geometry (ωB97M-V/def2-TZVPD, the Open Molecules 2025 dataset).

```
22
Properties=species:S:1:pos:R:3:mulliken_charge:R:1
C -0.59096 2.69650 1.20440 -0.608
C -0.84404 1.39100 0.90255 -0.349
C 0.72778 3.14878 0.95940 -0.197
C 0.19677 0.51573 0.46639 0.617
C 1.52956 1.03106 0.45170 0.760
C 0.71599 -1.63981 -0.36543 -0.311
C 2.85674 0.59362 0.54779 -0.575
N 1.68260 2.33580 0.65865 -0.550
N -0.13910 -0.75289 0.01456 -0.066
N 4.03780 0.59694 0.10967 -0.251
N -2.32642 -1.81302 -1.08314 -0.849
H -1.31535 3.37338 1.67089 0.382
H -1.88207 1.02136 0.82005 0.340
H 0.89697 4.20982 1.08838 0.373
H 1.76159 -1.46854 -0.55131 0.216
H 0.32970 -2.47465 -0.95631 0.224
H -1.19254 -1.21419 -0.19978 0.492
H 4.74372 0.32824 0.68177 0.259
H 4.39669 0.81891 -0.87213 0.270
H -1.71600 -1.73202 -1.95991 0.319
H -3.23656 -1.43062 -1.27398 0.236
H -2.31910 -2.75899 -0.75375 0.267
```

Values from the calculation:
Relative energy (zero: lowest compared OMol25 entry of this formula, charge and spin) ... 439.1 kJ/mol
E ... -13387.593 eV
E_HOMO (spin up / spin down) ... -10.9 / -10.9 eV
Max |F| ... 4.51 eV/Å
LUMO energy (spin up / spin down) ... -0.152 / -0.152 hartree
Charge ... +1

=====

3.
# C7H11N4

The ion C7H11N4 with charge +1 at a distorted geometry (ωB97M-V/def2-TZVPD, the Open Molecules 2025 dataset).

```
22
Properties=species:S:1:pos:R:3:mulliken_charge:R:1
N -1.43842 -0.53659 -1.79461 -0.412
C -0.66938 -1.00743 -0.84056 0.317
N -0.34847 -2.22156 -0.63927 -0.601
N -0.93559 -3.21488 -1.54380 -0.140
C 0.18740 0.22798 0.08961 0.400
C 0.19211 -0.11648 1.50664 -0.215
C 1.01260 0.56529 2.30076 -0.542
C 1.69766 1.81630 1.92810 -0.371
C 1.33840 2.69195 0.91744 -0.435
C 0.11904 2.56183 0.06499 -0.141
N -0.46678 1.43374 -0.26075 -0.513
H -1.64545 0.54329 -1.69938 0.316
H -1.70170 -1.00868 -2.61655 0.059
H -1.69773 -3.64809 -1.15853 0.316
H -1.26695 -2.67899 -2.32937 0.275
H -0.23606 -4.07331 -1.58635 0.396
H 1.11819 0.06285 -0.32960 0.401
H -0.62219 -0.86599 1.74168 0.294
H 1.08269 0.42630 3.38997 0.364
H 2.50293 2.02717 2.51558 0.499
H 2.02873 3.64020 0.82450 0.260
H -0.25104 3.37511 -0.48050 0.473
```

Values from the calculation:
Relative energy (zero: lowest compared OMol25 entry of this formula, charge and spin) ... 478.0 kJ/mol
E ... -13387.190 eV
E_HOMO ... -12.3 eV
Max |F| ... 4.69 eV/Å
LUMO energy ... -0.128 hartree
Charge ... +1
SMILES string ... N/C(=N\[NH3+])[C@@H]1C=CC=CC=N1

=====

4.
# C7H11N4O

The ion C7H11N4O with charge +1 at a distorted geometry (ωB97M-V/def2-TZVPD, the Open Molecules 2025 dataset).

```
23
Properties=species:S:1:pos:R:3:mulliken_charge:R:1
C -2.27976 1.42626 -0.63409 -0.919
N -2.02121 0.06660 -0.19594 0.072
C -2.94308 -0.86704 -0.03283 0.011
N -2.40045 -1.95888 0.47182 -0.621
C -1.09110 -1.66601 0.68866 -0.313
C -0.84651 -0.41201 0.31374 -0.066
C 0.49452 0.55495 0.06704 0.538
C 1.39087 1.11095 1.14958 -0.544
O 2.64093 0.39943 1.04209 -0.340
C 2.58662 -0.35139 0.00065 0.559
N 3.51277 -1.24245 -0.42085 -0.351
N 1.42006 -0.26364 -0.69199 -0.259
H -1.59616 1.95602 -1.49566 0.295
H -3.23863 1.38961 -1.20051 0.356
H -2.46907 2.06277 0.23691 0.352
H -3.97581 -0.75768 -0.44874 0.282
H -0.53898 -2.38288 1.23021 0.464
H 0.01249 1.34741 -0.60454 0.017
H 1.65673 2.18783 1.12398 0.284
H 1.10466 1.03635 2.19581 0.325
H 3.13235 -1.93453 -1.10914 0.257
H 4.35973 -1.22731 -0.00140 0.243
H 1.08902 -0.47435 -1.68481 0.359
```

Values from the calculation:
Relative energy (zero: lowest compared OMol25 entry of this formula, charge and spin) ... 180.3 kJ/mol
E ... -15437.332 eV
E_HOMO ... -12.3 eV
Max |F| ... 5.07 eV/Å
LUMO energy ... -0.115 hartree
Charge ... +1
SMILES string ... Cn1cncc1[C@H]1COC(=[NH2+])N1

=====

5.
# C7H11N4S

The ion C7H11N4S with charge +1 at a distorted geometry (ωB97M-V/def2-TZVPD, the Open Molecules 2025 dataset).

```
23
Properties=species:S:1:pos:R:3:mulliken_charge:R:1
C 1.18431 2.46851 -2.72113 -0.531
C 1.50881 1.62981 -3.70513 -0.141
C 0.82757 0.67823 -1.58834 0.642
C 0.09568 -1.90473 0.65339 0.257
C -0.07754 -0.81248 1.65482 -0.796
C 0.08501 0.42964 0.78908 0.205
C -1.11726 1.49702 0.67032 -1.225
N 0.76858 1.93091 -1.56419 -0.254
N 0.36247 -1.43381 -0.50620 -0.647
N 0.49389 -0.06841 -0.52804 0.443
N 0.19493 -3.17561 1.03113 -0.461
S 1.51098 0.02242 -3.09518 -0.086
H 1.13460 3.54833 -2.56878 0.431
H 1.73083 1.76745 -4.79045 0.404
H -0.96940 -0.71655 2.30615 0.363
H 0.85746 -1.06922 2.37457 0.260
H 1.02580 0.99356 1.05307 0.287
H -1.71189 1.52491 1.59295 0.416
H -1.89203 1.22704 -0.13809 0.303
H -0.58086 2.41663 0.57496 0.379
H 0.50790 -2.02918 -1.43600 0.330
H -0.15165 -3.43166 1.95830 0.222
H 0.80817 -3.82437 0.51763 0.197
```

Values from the calculation:
Relative energy (zero: lowest compared OMol25 entry of this formula, charge and spin) ... 31.0 kJ/mol
Expectation value of S² ... 2.03
E ... -24221.344 eV
Multiplicity ... 3
E_HOMO (spin up / spin down) ... -8.6 / -13.5 eV
Max |F| ... 10.70 eV/Å
LUMO energy (spin up / spin down) ... -0.103 / -0.238 hartree
Charge ... +1

=====

6.
# C7H11N6O

The ion C7H11N6O with charge +1 at a distorted geometry (ωB97M-V/def2-TZVPD, the Open Molecules 2025 dataset).

```
25
Properties=species:S:1:pos:R:3:mulliken_charge:R:1
C -2.66499 -0.51977 -0.98110 -0.907
N -1.81023 -1.10412 -0.02226 -0.771
N -0.75816 -0.34568 0.09109 0.188
C 0.45230 -0.81650 0.04244 0.742
N 0.82327 -2.11262 -0.10891 -0.146
C 2.07507 -2.56826 0.30021 -0.264
C 3.03559 -1.63059 0.43328 -0.407
N 2.82873 -0.29425 0.26167 -0.504
C 1.64496 0.13928 0.06441 0.174
C 1.48198 1.48488 -0.42209 0.289
O 2.41296 2.06659 -0.94524 -0.488
N 0.31366 2.24877 -0.21936 -0.093
C -0.46108 2.00428 0.79226 0.123
N -1.52519 2.67250 1.05156 -0.264
H -2.95841 0.48364 -0.65499 0.225
H -2.17053 -0.35907 -1.87166 0.376
H -3.51077 -1.22056 -1.06767 0.366
H -1.61055 -2.07488 -0.34756 0.255
H 0.14158 -2.76537 -0.33812 0.119
H 2.19762 -3.65505 0.27150 0.374
H 3.93525 -2.08795 0.75412 0.383
H 0.06574 2.84054 -1.01484 0.287
H -0.11527 1.34129 1.59210 0.390
H -2.03551 2.71882 1.87583 0.261
H -1.78799 3.55407 0.46332 0.290
```

Values from the calculation:
Relative energy (zero: lowest compared OMol25 entry of this formula, charge and spin) ... 207.2 kJ/mol
E ... -18416.333 eV
E_HOMO ... -11.2 eV
Max |F| ... 5.48 eV/Å
LUMO energy ... -0.158 hartree
Charge ... +1
SMILES string ... CN/N=c1\[nH]ccnc1C(=O)NC=[NH2+]

=====

7.
# C7H11N6O

A structure of composition C7H11N6O at a distorted geometry (ωB97M-V/def2-TZVPD, the Open Molecules 2025 dataset).

```
25
Properties=species:S:1:pos:R:3:mulliken_charge:R:1
C 0.69996 -2.03303 0.83524 -0.122
C -1.23298 -1.01523 0.30611 0.183
C -0.48360 0.08912 0.21197 0.620
C -2.65289 -0.88192 -0.07956 0.079
C -2.05694 1.44583 -0.58687 0.353
C 2.60632 0.99434 0.95788 -0.961
C 2.75274 -0.51964 -0.90319 -0.829
N -0.81356 1.33850 -0.12422 -0.539
N -0.65692 -2.22531 0.68843 -0.054
N 1.08790 -0.80511 0.67753 0.100
N -2.95680 0.42864 -0.52889 -0.080
N -2.54286 2.67483 -0.87918 -0.361
N 2.27109 -0.31522 0.45653 -0.268
O -3.47936 -1.69848 0.21610 -0.519
H 1.21596 -3.01293 0.93196 0.416
H 3.60129 0.76233 1.46427 0.391
H 2.60359 1.73292 0.17282 0.293
H 1.98246 1.21900 1.82089 0.346
H 2.49071 0.37577 -1.63668 0.267
H 3.87594 -0.83126 -0.81253 0.301
H 2.17359 -1.40460 -1.17274 0.340
H -1.17245 -3.04681 0.99551 0.301
H -3.91203 0.49212 -0.68795 0.201
H -1.86221 3.43487 -1.20877 0.300
H -3.53897 2.80128 -1.11466 0.241
```

Values from the calculation:
Relative energy (zero: lowest compared OMol25 entry of this formula, charge and spin) ... 115.8 kJ/mol
Expectation value of S² ... 2.01
E ... -18413.201 eV
Multiplicity ... 3
E_HOMO (spin up / spin down) ... -9.0 / -11.9 eV
Max |F| ... 4.20 eV/Å
LUMO energy (spin up / spin down) ... -0.111 / -0.247 hartree
Charge ... +1

=====

8.
# C7H11NO

A cluster of 2 separate species, C7H11NO in total at a distorted geometry (ωB97M-V/def2-TZVPD, the Open Molecules 2025 dataset).

```
20
Properties=species:S:1:pos:R:3:mulliken_charge:R:1
C 2.94574 0.37480 0.15199 -0.648
C 0.43598 -0.20171 -0.22878 0.645
C 0.12324 1.06396 -0.71447 -0.536
C -1.33078 1.63148 -0.47262 -0.314
C -2.19014 0.76418 0.19579 -0.544
C -1.68004 -0.63281 0.91962 -0.760
C -0.57217 -1.15616 0.08979 0.007
H 3.85085 -0.34316 -0.12769 0.267
H 2.95010 1.45980 -0.52728 0.262
H 3.24620 0.60257 1.60501 0.211
H 0.85614 2.00698 -0.99263 0.028
H -1.58613 2.61754 -0.63253 0.479
H -3.22728 1.30958 0.59440 0.174
H -2.43493 -1.29441 1.10053 0.447
H -1.18960 -0.26123 1.92717 0.261
H -0.16529 -1.83691 1.00892 0.196
H -1.00849 -1.12939 -1.67591 0.460
H 0.11968 -2.42270 -1.39805 0.345
N -0.83200 -1.95866 -1.05977 -0.694
O 1.68892 -0.59376 0.23649 -0.285
```

Values from the calculation:
Relative energy (zero: lowest compared OMol25 entry of this formula, charge and spin) ... 709.4 kJ/mol
E ... -10967.924 eV
E_HOMO ... -7.8 eV
Max |F| ... 6.79 eV/Å
LUMO energy ... 0.022 hartree

=====

9.
# C7H11NO

A structure of composition C7H11NO at a distorted geometry (ωB97M-V/def2-TZVPD, the Open Molecules 2025 dataset).

```
20
Properties=species:S:1:pos:R:3:mulliken_charge:R:1
C 0.67806 1.61434 -0.10543 -1.741
C 0.33374 0.17445 0.01799 1.208
C 1.63319 -0.48452 -0.44530 -0.856
C -0.74364 -0.39309 1.03333 0.164
C -0.68552 -0.51183 -0.99884 -0.439
C -1.94705 0.51213 -0.66917 -0.657
C -1.94526 0.65695 0.62028 -0.484
H 0.79685 1.98144 -1.02924 0.506
H 0.13543 2.50846 0.30924 0.361
H 1.67836 1.73213 0.52514 0.331
H 1.48521 -1.67239 -0.49928 0.346
H 2.05983 -0.27626 -1.42660 0.306
H 2.68470 -0.54060 1.15353 0.323
H -0.75436 -0.49505 2.27586 0.285
H -2.09033 -1.74236 0.11881 0.325
H -0.35773 -0.87245 -2.04266 0.376
H -2.54035 1.11914 -1.26822 0.423
H -2.67045 0.96390 1.38365 0.343
N -0.99450 -1.59402 0.14268 -0.595
O 2.82415 -0.11980 0.34798 -0.523
```

Values from the calculation:
Relative energy (zero: lowest compared OMol25 entry of this formula, charge and spin) ... 570.3 kJ/mol
E ... -10969.366 eV
E_HOMO ... -9.1 eV
Max |F| ... 6.31 eV/Å
LUMO energy ... 0.034 hartree

=====

10.
# C7H11NO

An isolated molecule of C7H11NO at a distorted geometry (ωB97M-V/def2-TZVPD, the Open Molecules 2025 dataset).

```
20
Properties=species:S:1:pos:R:3:mulliken_charge:R:1
C -0.95026 -1.12135 -1.72444 -1.761
C -1.24359 -0.34539 -0.46376 0.206
C -0.94997 1.15223 -0.65390 -0.228
N 0.51031 1.40063 -0.73676 -0.519
C -0.22084 1.58738 0.51293 -0.424
C -0.04217 0.48311 1.55458 -0.999
C -0.26199 -0.71949 0.64068 -0.304
C 1.15594 -1.20902 0.27927 -0.087
O 2.12600 -1.10724 0.95050 -0.481
H -0.98705 -2.21656 -1.56623 0.324
H -1.78645 -0.89261 -2.41426 0.453
H 0.03618 -0.72838 -2.16453 0.413
H -2.26236 -0.61228 -0.15103 0.476
H -1.62615 1.81651 -1.17867 0.488
H 0.73841 2.22361 -1.36438 0.264
H -0.28379 2.57772 0.85999 0.567
H 1.03145 0.55970 1.83919 0.327
H -0.78780 0.58020 2.32919 0.350
H -0.71698 -1.55911 1.21670 0.612
H 1.14158 -1.66015 -0.72477 0.324
```

Values from the calculation:
Relative energy (zero: lowest compared OMol25 entry of this formula, charge and spin) ... 204.2 kJ/mol
E ... -10973.160 eV
E_HOMO ... -9.3 eV
Max |F| ... 2.92 eV/Å
LUMO energy ... 0.033 hartree
SMILES string ... C[C@@H]1[C@@H]2N[C@@H]2C[C@@H]1C=O

=====

11.
# C7H11NO

A cluster of 2 separate species, C7H11NO in total at a distorted geometry (ωB97M-V/def2-TZVPD, the Open Molecules 2025 dataset).

```
20
Properties=species:S:1:pos:R:3:mulliken_charge:R:1
C 1.48949 -3.09418 1.06297 -0.735
C 0.40713 -3.17970 0.50205 0.378
C 0.58211 -0.48841 -0.07556 0.062
C 0.52675 1.58826 -1.32786 -1.527
C -1.61271 0.59281 -0.51521 -2.016
C 0.10862 1.59129 1.12411 -1.377
C -0.20836 0.78269 -0.21420 1.931
N -0.66725 -2.72139 -0.00891 -0.544
O 1.60480 -0.83738 0.36903 -0.382
H 1.92436 -3.42002 1.93006 0.354
H 1.52183 1.69113 -1.02467 0.472
H 0.42483 1.18038 -2.35923 0.369
H 0.15458 2.69294 -1.18624 0.332
H -2.04342 0.12894 0.30554 0.460
H -1.83024 -0.00203 -1.41667 0.365
H -2.10381 1.44567 -0.75550 0.564
H 1.26052 1.83417 1.21119 0.313
H -0.47782 2.45184 1.30751 0.432
H -0.12601 0.82691 1.99949 0.337
H -0.93540 -3.06392 -0.92789 0.213
```

Values from the calculation:
Relative energy (zero: lowest compared OMol25 entry of this formula, charge and spin) ... 618.1 kJ/mol
E ... -10968.869 eV
E_HOMO (spin up / spin down) ... -7.9 / -7.4 eV
Max |F| ... 4.31 eV/Å
LUMO energy (spin up / spin down) ... -0.002 / -0.017 hartree

=====

12.
# C7H11NO

A cluster of 2 separate species, C7H11NO in total at a distorted geometry (ωB97M-V/def2-TZVPD, the Open Molecules 2025 dataset).

```
20
Properties=species:S:1:pos:R:3:mulliken_charge:R:1
C -1.31041 -1.93093 -1.21702 0.456
C 1.00143 -3.00501 -0.81981 -0.705
C -0.09694 -2.32971 -0.78813 0.365
C -1.46271 0.88618 0.76195 -1.263
C 1.02408 1.52571 1.41200 -1.294
C 0.28825 1.09140 -0.91596 -1.810
C 0.02295 0.67607 0.49267 1.400
N -2.40901 -1.59402 -1.29039 -0.490
O 0.36026 -0.67719 0.66543 -0.587
H 1.88334 -2.49824 -0.42894 0.252
H 1.18053 -3.99648 -1.08968 0.336
H -2.00012 0.14443 0.19765 0.307
H -1.53728 0.61581 1.81352 0.379
H -1.81738 1.90904 0.51822 0.289
H 0.69818 1.92252 2.34838 0.382
H 0.90186 2.41250 0.79632 0.340
H 2.05389 1.11967 1.22749 0.315
H 0.45742 2.18347 -0.94041 0.487
H 1.26986 0.79623 -1.30284 0.313
H -0.50820 0.74853 -1.44044 0.526
```

Values from the calculation:
Relative energy (zero: lowest compared OMol25 entry of this formula, charge and spin) ... 611.1 kJ/mol
E ... -10968.943 eV
E_HOMO (spin up / spin down) ... -9.1 / -10.1 eV
Max |F| ... 3.90 eV/Å
LUMO energy (spin up / spin down) ... -0.044 / -0.040 hartree